(1)
{
  "formula": "C8H14Br4O3",
  "method": "ωB97M-V/def2-TZVPD",
  "symbols": ["C", "C", "C", "O", "C", "O", "O", "H", "H", "H", "H", "H", "H", "Br", "C", "C", "Br", "H", "H", "H", "H", "Br", "C", "C", "Br", "H", "H", "H", "H"],
  "xyz": [[-1.981619, 1.029023, -1.887952], [-3.448302, 1.369115, -2.147636], [-3.646467, 2.604557, -3.004454], [-4.490215, 2.165551, -4.062528], [-4.622512, 0.815798, -4.018291], [-5.216584, 0.192886, -4.833808], [-3.999107, 0.310808, -2.933510], [-1.484709, 1.795393, -1.289475], [-1.485742, 0.932190, -2.854001], [-1.920375, 0.081121, -1.353099], [-3.978498, 1.425246, -1.193054], [-2.678383, 2.939028, -3.385000], [-4.095375, 3.424785, -2.448147], [-0.923903, -2.169505, 0.103509], [-0.591608, -0.680204, 1.331004], [0.780426, -0.849256, 1.972497], [2.242307, -0.770099, 0.713227], [-1.370280, -0.673557, 2.089616], [-0.628779, 0.292382, 0.845430], [0.860646, -1.739284, 2.586074], [0.974359, 0.031598, 2.583458], [7.208901, -1.929608, 2.040427], [5.337198, -1.525049, 2.119281], [4.798731, -1.749515, 3.532689], [5.405079, -0.247241, 4.686168], [4.864856, -2.158796, 1.376623], [5.147273, -0.485548, 1.869746], [5.227005, -2.638448, 3.983265], [3.715678, -1.793369, 3.577943]],
  "forces_ev_per_angstrom": [[-0.44, 0.01, -0.02], [0.91, -0.42, 0.67], [0.27, 0.14, 0.13], [0.10, 0.19, 0.12], [-0.17, 0.20, -0.15], [0.06, -0.18, 0.09], [-0.31, 0.04, -0.13], [-0.07, 0.08, -0.09], [0.17, -0.02, 0.08], [0.06, 0.02, -0.10], [-0.21, -0.06, -0.17], [-0.15, 0.05, -0.29], [-0.23, 0.00, -0.18], [-0.19, 0.51, 0.24], [0.71, -0.23, 0.14], [-0.42, 0.75, 0.30], [-0.02, -0.18, -0.21], [0.01, -0.31, 0.05], [-0.08, -0.27, -0.54], [0.07, -0.16, -0.18], [-0.16, -0.13, 0.24], [0.39, 0.10, -0.10], [-0.68, 0.12, 0.65], [0.71, 0.25, -0.07], [-0.39, -0.54, -0.29], [-0.15, -0.13, 0.14], [0.32, 0.00, -0.29], [-0.08, -0.04, 0.03], [-0.04, 0.21, -0.07]],
  "relative_energy_ev": 0.296,
  "smiles": "C[C@H]1COC(=O)O1.BrCCBr.BrCCBr",
  "orbital_gap_ev": 10.4,
  "e_lumo_ev": 0.21
}

(2)
{
  "formula": "C32H26CaO5P2Se3Te",
  "method": "ωB97M-V/def2-TZVPD",
  "symbols": ["Ca", "O", "C", "C", "O", "C", "C", "O", "C", "O", "O", "C", "C", "P", "C", "C", "C", "C", "C", "C", "C", "C", "C", "C", "C", "C", "C", "P", "C", "C", "C", "C", "C", "C", "C", "C", "C", "C", "C", "C", "H", "H", "H", "H", "H", "H", "H", "H", "H", "H", "H", "H", "H", "H", "H", "H", "H", "H", "H", "H", "H", "H", "H", "H", "H", "H", "Se", "Se", "Te", "Se"],
  "xyz": [[0.811637, 1.883607, -2.497661], [-0.377566, 7.491780, -0.338932], [0.011232, 6.410344, -0.715179], [0.617339, 6.093593, -2.078584], [0.903421, 6.912832, -2.929053], [0.769763, 4.626325, -2.118191], [0.378156, 4.069629, -0.873442], [0.406319, 2.802091, -0.631562], [-0.034983, 5.108288, 0.067108], [-0.360716, 4.983311, 1.236839], [1.192020, 3.920299, -3.102316], [0.130054, -2.461970, -0.602556], [-0.560158, -2.306983, -1.979769], [-2.292106, -1.711599, -2.190745], [-2.405765, -0.095591, -1.328251], [-2.589914, 1.031227, -2.134945], [-2.685388, 2.300314, -1.577112], [-2.611126, 2.460723, -0.201251], [-2.471147, 1.346430, 0.612949], [-2.377178, 0.080864, 0.052383], [-3.218283, -2.782977, -1.006199], [-4.533547, -2.431883, -0.680064], [-5.311799, -3.226907, 0.143095], [-4.800226, -4.413984, 0.658522], [-3.506396, -4.786509, 0.335056], [-2.725270, -3.977631, -0.486112], [1.402626, -1.610897, -0.414749], [1.103534, -0.198132, 0.735644], [1.161799, -1.145380, 2.320785], [-0.014378, -1.323488, 3.044650], [-0.036991, -2.095276, 4.202013], [1.128293, -2.689247, 4.660700], [2.315204, -2.504556, 3.959496], [2.327513, -1.742090, 2.802177], [2.705017, 0.677914, 0.796318], [3.919595, 0.158327, 0.364833], [5.072418, 0.934906, 0.407076], [5.021514, 2.229416, 0.900831], [3.811000, 2.761122, 1.333991], [2.658355, 1.995505, 1.268487], [0.411762, -3.510931, -0.481754], [-0.575783, -2.276123, 0.212064], [-0.578957, -3.274144, -2.493397], [0.022058, -1.673056, -2.656003], [-2.628045, 0.900704, -3.209894], [-2.794938, 3.164248, -2.221708], [-2.640770, 3.450009, 0.237043], [-2.397805, 1.472059, 1.686105], [-2.278378, -0.784344, 0.696857], [-4.944593, -1.507876, -1.072727], [-6.323029, -2.921555, 0.384617], [-5.405095, -5.036963, 1.306062], [-3.089296, -5.705422, 0.729458], [-1.716555, -4.294026, -0.714657], [1.762612, -1.224414, -1.373476], [2.223952, -2.226001, -0.040466], [-0.921563, -0.841455, 2.702569], [-0.965938, -2.224480, 4.744060], [1.116989, -3.289389, 5.562673], [3.233265, -2.957022, 4.314969], [3.257828, -1.598616, 2.262948], [3.972972, -0.827579, -0.076053], [5.996704, 0.527386, 0.017140], [5.918303, 2.837814, 0.919193], [3.754380, 3.783252, 1.687579], [1.702748, 2.427548, 1.544702], [-0.422626, 0.605993, -4.715371], [1.552947, -0.562477, -5.293431], [3.344819, 0.424010, -3.740691], [4.478163, -1.630893, -2.934693]],
  "forces_ev_per_angstrom": [[0.11, -1.52, -0.88], [0.04, 0.04, 0.03], [0.05, -0.24, -0.09], [-0.07, -0.08, 0.24], [-0.01, -0.01, -0.07], [0.06, 0.35, -0.09], [-0.06, 0.01, 0.31], [-0.15, 0.77, 0.81], [0.07, 0.17, -0.29], [-0.07, -0.05, 0.06], [-0.02, 0.82, 0.16], [0.00, -0.01, -0.07], [0.09, -0.05, 0.02], [-0.16, -0.16, 0.03], [-0.10, 0.01, -0.01], [0.08, 0.06, 0.00], [0.01, -0.05, -0.06], [-0.04, -0.03, 0.08], [-0.02, 0.03, -0.05], [0.00, -0.03, 0.04], [0.03, 0.10, 0.09], [0.03, 0.06, 0.00], [0.01, -0.04, 0.00], [-0.01, 0.03, -0.02], [0.03, 0.05, -0.04], [-0.02, -0.10, -0.01], [0.17, -0.02, 0.02], [-0.18, 0.02, -0.01], [-0.01, -0.08, 0.07], [0.03, 0.00, 0.01], [0.02, 0.03, -0.03], [0.01, 0.01, -0.02], [-0.03, 0.02, -0.01], [0.05, 0.01, -0.03], [-0.06, 0.17, 0.05], [0.06, 0.04, -0.14], [-0.04, -0.02, -0.01], [-0.02, 0.02, 0.00], [0.03, -0.04, -0.02], [-0.03, -0.06, 0.05], [0.02, 0.01, -0.02], [-0.04, 0.08, 0.00], [0.05, 0.01, -0.01], [0.02, 0.05, 0.04], [-0.10, 0.02, 0.05], [-0.02, 0.01, 0.00], [0.03, 0.00, 0.01], [0.00, -0.01, 0.00], [0.02, -0.02, 0.02], [0.01, 0.00, 0.01], [0.00, 0.00, 0.00], [0.00, 0.00, 0.00], [0.00, 0.00, 0.00], [0.01, 0.02, 0.00], [-0.01, 0.03, -0.02], [-0.03, -0.03, -0.02], [-0.05, 0.00, -0.04], [0.00, 0.00, 0.00], [0.00, 0.00, 0.00], [0.00, 0.00, 0.01], [-0.02, -0.02, 0.02], [0.03, -0.07, -0.06], [0.00, -0.01, 0.01], [0.00, 0.00, 0.00], [0.01, 0.00, 0.00], [0.02, 0.00, -0.02], [0.08, -0.26, -0.16], [-0.08, 0.12, 0.06], [0.26, -0.25, -0.12], [-0.07, 0.08, 0.09]],
  "orbital_gap_ev": 5.7,
  "e_lumo_ev": 3.85,
  "total_charge": -2
}